C7H18N2O | ωB97M-V with the def2-TZVPD basis set

The geometry in ORCA input format:
```
! wB97M-V def2-TZVPD RIJCOSX def2/J DEFGRID3
* xyz 0 1
C 0.58 1.11 2.01
C 0.22 1.26 0.54
C 1.04 0.07 -0.54
C 2.45 0.59 -0.72
C 1.04 -1.28 0.11
C 0.29 0.08 -1.86
H 0.02 0.31 2.49
H 0.42 2.05 2.55
H 1.63 0.85 2.14
H -0.80 1.61 0.38
H 0.72 2.14 0.13
H 2.96 0.69 0.24
H 3.04 -0.09 -1.34
H 2.45 1.57 -1.20
H 1.20 -2.07 -0.63
H 1.75 -1.35 0.93
H 0.04 -1.51 0.53
H 0.88 -0.42 -2.63
H -0.66 -0.45 -1.78
H 0.12 1.10 -2.20
N -2.07 -2.13 -0.39
N -2.02 -1.39 0.78
C -2.26 -0.13 0.71
O -2.86 0.44 -0.39
H -2.29 -3.09 -0.16
H -2.67 -1.74 -1.11
H -2.30 0.40 1.66
H -2.93 1.39 -0.27
*
```

## Properties
Energy above the lowest of the compared OMol25 structures with the same formula, charge and spin (kcal per mole): 63.0
Calculated total energy (Ha): -462.18139
E_HOMO (eV): -8.668
Gap between HOMO and LUMO (eV): 9.244
SMILES string: CCC(C)(C)C.N/N=C\O
Largest force on an atom (hartree/bohr): 0.064